1.
{
  "formula": "C4H9N2",
  "method": "wB97M-V/def2-TZVPD",
  "elements": ["N", "C", "C", "C", "H", "H", "H", "H", "H", "H", "N", "H", "H", "C", "H"],
  "xyz": [[0.6733, -0.3185, -0.3124], [-0.4686, -0.1607, 0.6681], [-1.2954, 1.0581, 0.7043], [1.8152, 0.4625, -0.6852], [1.5117, 1.3713, -1.2846], [0.0468, -0.2975, 1.6526], [2.4954, -0.1705, -1.1089], [-1.8756, -1.7780, 0.3353], [-2.0476, 0.7832, 1.4263], [0.2100, -2.0615, -1.6841], [-0.9877, -1.3459, 0.0359], [2.3449, 0.7242, 0.3266], [-1.8325, 1.2669, -0.2848], [0.0530, -1.3664, -0.8294], [-0.6429, 1.8328, 1.0401]],
  "forces_ev_per_angstrom": [[-1.3, -0.5, -1.0], [2.7, -0.2, 0.7], [-1.0, -0.5, -2.0], [-0.6, 2.6, 3.1], [0.6, -1.1, 0.7], [-0.8, -0.4, -0.5], [1.7, -1.4, -1.8], [1.1, -0.3, -1.1], [-0.4, 0.6, 0.5], [0.3, 0.7, 0.8], [-0.8, -0.2, 0.5], [-1.0, 0.1, -1.9], [1.0, -0.1, 1.3], [-1.1, -0.4, 0.4], [-0.1, 1.0, 0.3]],
  "nbo_charge": [-0.314, 0.146, -0.635, -0.422, 0.242, 0.230, 0.236, 0.465, 0.248, 0.264, -0.562, 0.238, 0.243, 0.373, 0.248],
  "orbital_gap_ev": 11.1735,
  "total_charge": 1
}

2.
{
  "formula": "C4H9N2",
  "method": "wB97M-V/def2-TZVPD",
  "elements": ["H", "C", "H", "C", "H", "H", "N", "N", "H", "C", "H", "C", "H", "H", "H"],
  "xyz": [[-1.7710, -0.0119, 1.3844], [-1.7335, 0.1090, 0.3876], [2.6285, -1.1436, 0.8092], [0.6625, 0.2737, 0.3933], [-3.5677, -0.5515, 0.3507], [-0.6915, 0.3526, -1.1598], [-0.6212, 0.3285, -0.1963], [-2.8037, -0.1454, -0.2781], [1.5722, -1.6078, -0.5869], [1.8845, 0.6620, -0.2894], [-2.8791, -0.2200, -1.3403], [1.9977, -0.8664, -0.0518], [1.9348, 1.0522, -1.2855], [2.6553, 1.2045, 0.3750], [0.7323, 0.5642, 1.4881]],
  "forces_ev_per_angstrom": [[0.0, -0.1, 3.5], [0.6, -0.6, -2.2], [-0.7, 0.0, -0.5], [2.9, -0.5, 2.8], [1.0, 1.0, -2.0], [0.4, 0.2, -2.5], [1.6, 0.1, 1.0], [-3.9, -1.3, -0.6], [-0.9, -2.0, -2.3], [2.6, -0.4, 0.4], [0.1, 0.1, 2.3], [-1.2, 4.7, 3.3], [-0.3, 0.1, -0.5], [-1.5, -0.7, -1.2], [-0.8, -0.6, -1.5]],
  "nbo_charge": [0.218, 0.401, 0.233, -0.106, 0.449, 0.405, -0.479, -0.721, 0.208, -0.446, 0.444, -0.342, 0.239, 0.255, 0.242],
  "orbital_gap_ev": 9.2571,
  "total_charge": 1,
  "smiles": "N/C=[NH+]/C1CC1"
}